1.
{
  "formula": "C7H12",
  "method": "wB97M-V/def2-TZVPD",
  "homo_energy_ev": -9.251,
  "smiles": "CC1=CC(C)(C)C1",
  "spin_multiplicity": 1,
  "orbital_gap_ev": 10.213,
  "total_charge": 0,
  "total_energy_ev": -7450.949,
  "de_lowest_kcal_mol": 57.24,
  "species": ["C", "C", "C", "C", "C", "C", "C", "H", "H", "H", "H", "H", "H", "H", "H", "H", "H", "H", "H"],
  "coordinates": [[-0.89040, -0.61543, 0.57234], [-0.15208, -1.31104, -0.27402], [0.83486, -0.18621, -0.70073], [-0.15287, 0.81037, 0.12968], [0.14672, -2.80542, -0.24812], [0.51492, 1.69248, 1.15282], [-0.89639, 1.67243, -0.81985], [-1.67214, -0.72096, 1.25367], [1.68175, -0.32648, -0.11962], [1.21547, 0.10065, -1.75254], [0.13430, -3.27264, -1.22841], [-0.58179, -3.30327, 0.32333], [1.10383, -3.01258, 0.30361], [0.70948, 2.69862, 1.00890], [1.36047, 1.12418, 1.54583], [-0.05583, 1.75248, 2.05853], [-1.93327, 1.74861, -0.50086], [-0.87852, 1.22646, -1.79562], [-0.48849, 2.72775, -0.90894]],
  "forces_ev_per_angstrom": [[1.90, 3.96, -1.96], [1.90, -1.24, 0.21], [-1.99, 0.79, -0.49], [0.61, -1.71, -0.86], [0.73, 0.86, -0.35], [0.03, -3.27, 2.25], [-0.95, 1.39, -0.49], [-1.02, -0.65, 1.03], [1.95, -0.30, 1.05], [-1.23, -0.66, 1.37], [0.38, 0.01, -0.16], [-1.21, -0.62, 0.78], [-0.59, 0.38, -0.86], [0.78, 1.77, -1.38], [0.59, 0.50, -0.14], [-1.03, -0.13, 0.61], [-0.25, 0.29, -0.11], [-0.28, -0.10, -0.65], [-0.32, -1.27, 0.13]]
}

***

2.
{
  "formula": "C7H12Ag4Br6O3",
  "method": "wB97M-V/def2-TZVPD",
  "homo_energy_ev": [-9.464, -11.828],
  "spin_multiplicity": 2,
  "orbital_gap_ev": [4.905, 6.747],
  "total_charge": 1,
  "total_energy_ev": -449837.910,
  "species": ["Ag", "Ag", "Ag", "Ag", "C", "O", "O", "O", "Br", "C", "C", "Br", "H", "H", "H", "H", "Br", "C", "C", "Br", "H", "H", "H", "H", "Br", "C", "C", "Br", "H", "H", "H", "H"],
  "coordinates": [[-0.63721, -1.01845, 4.10761], [0.21194, -3.51190, -1.37838], [-2.77519, -2.55586, 1.51312], [1.50743, -3.55530, 2.38511], [-0.15215, -1.53554, 0.61257], [-0.53713, -1.17464, 1.70721], [1.00473, -2.01256, 0.46867], [-1.06969, -1.94338, -0.12743], [-1.33075, 3.08274, -0.14097], [0.24465, 1.92736, -0.34335], [0.09249, 0.99826, -1.52421], [0.05031, 2.04257, -3.20392], [0.44567, 1.41286, 0.59631], [0.99555, 2.70289, -0.49439], [-0.79977, 0.37850, -1.43553], [0.92459, 0.29693, -1.58606], [3.47811, 2.03989, -1.85971], [3.64911, 0.14362, -2.37157], [3.94505, -0.67206, -1.08228], [4.30536, -2.59986, -1.48961], [4.43640, 0.05457, -3.12013], [2.69908, -0.17522, -2.80039], [3.11295, -0.61248, -0.38074], [4.82380, -0.29492, -0.55915], [-5.11194, -0.64226, 0.60185], [-3.63785, 0.73484, 0.76131], [-3.34623, 1.16813, 2.19206], [-3.78335, -0.07737, 3.59139], [-3.88989, 1.64588, 0.21855], [-2.77629, 0.35659, 0.21110], [-3.79950, 2.08897, 2.55907], [-2.28017, 1.30716, 2.37174]],
  "forces_ev_per_angstrom": [[0.08, -0.41, -0.95], [0.06, 0.88, 0.62], [0.37, 0.90, -0.34], [-0.43, 0.73, -0.17], [0.77, -4.09, 1.05], [-1.43, 3.94, 5.70], [3.03, -0.11, -1.41], [-3.03, -1.14, -4.59], [-0.09, -0.24, 0.25], [0.11, 0.77, -0.21], [-0.01, 0.20, -0.10], [-0.15, -0.68, 0.54], [-0.26, -0.09, -0.07], [0.19, -0.53, -0.09], [-0.14, 0.28, -0.25], [0.18, 0.27, -0.01], [0.29, -0.64, -0.16], [0.12, -0.65, 0.89], [0.08, 0.46, -0.50], [-0.42, 0.95, 0.13], [-0.07, 0.14, 0.21], [0.09, 0.20, -0.06], [-0.09, -0.37, -0.20], [0.07, -0.19, -0.29], [1.12, 0.75, -0.10], [-0.35, 0.21, -0.12], [0.80, 0.27, 0.52], [0.23, -0.88, 0.57], [-0.66, -0.33, -0.09], [-0.08, -0.51, 0.49], [-0.39, -0.13, -0.64], [0.00, 0.01, -0.60]]
}

***

3.
{
  "formula": "C7H12BIO4S",
  "method": "wB97M-V/def2-TZVPD",
  "homo_energy_ev": -9.662,
  "smiles": "O=C(I)C[C@@H]1CO[C@H](S)[C@H]1CB(O)O",
  "spin_multiplicity": 1,
  "orbital_gap_ev": 9.859,
  "total_charge": 0,
  "total_energy_ev": -35257.521,
  "species": ["O", "C", "I", "C", "C", "C", "O", "C", "S", "C", "C", "B", "O", "O", "H", "H", "H", "H", "H", "H", "H", "H", "H", "H", "H", "H"],
  "coordinates": [[0.49585, -2.97181, -0.16392], [-0.39030, -2.87586, 0.60607], [-1.56887, -4.64924, 1.07497], [-0.78631, -1.62702, 1.35086], [-1.12316, -0.42469, 0.45249], [-1.88653, -0.72375, -0.84123], [-0.88571, -1.01049, -1.79598], [-0.04026, 0.11841, -1.63314], [1.52403, -0.08011, -2.50745], [0.11065, 0.32859, -0.11327], [0.25833, 1.81372, 0.26199], [1.67734, 2.14702, 0.88062], [2.55343, 2.95748, 0.18298], [2.05106, 1.72398, 2.13609], [0.06580, -1.38231, 1.98711], [-1.63509, -1.85353, 1.98744], [-1.77591, 0.19082, 1.07355], [-2.67730, -1.46866, -0.81522], [-2.37038, 0.22430, -1.11979], [-0.56005, 0.96449, -2.09091], [1.47834, 1.08013, -3.16467], [0.96000, -0.28392, 0.19885], [0.12947, 2.42161, -0.63282], [-0.54259, 2.08412, 0.95007], [2.98701, 2.51547, -0.55180], [1.95114, 0.78126, 2.28712]],
  "forces_ev_per_angstrom": [[0.13, 0.00, 0.02], [0.29, -0.07, -0.21], [-0.09, 0.03, 0.03], [-0.34, -0.07, -0.11], [-0.43, 0.08, 0.08], [-0.25, 0.34, 0.19], [0.07, 0.10, -0.15], [-0.08, -0.02, -0.21], [0.22, -0.25, 0.07], [-0.36, -0.62, 0.14], [0.19, -0.34, -0.09], [-0.10, 0.25, -0.13], [0.16, -0.08, 0.33], [0.48, -0.14, -0.25], [0.03, 0.01, 0.12], [-0.01, -0.03, 0.09], [0.25, 0.34, 0.00], [0.30, -0.42, 0.01], [-0.15, -0.04, -0.08], [0.10, 0.22, 0.12], [-0.10, 0.06, -0.10], [0.28, 0.23, -0.07], [-0.08, 0.08, -0.04], [0.03, 0.10, 0.13], [-0.10, 0.16, -0.16], [-0.42, 0.09, 0.26]]
}

***

4.
{
  "formula": "C7H12Br2N2O",
  "method": "wB97M-V/def2-TZVPD",
  "homo_energy_ev": -8.077,
  "spin_multiplicity": 1,
  "orbital_gap_ev": 8.743,
  "total_charge": 0,
  "total_energy_ev": -152563.347,
  "species": ["C", "C", "C", "C", "C", "C", "C", "N", "N", "O", "Br", "Br", "H", "H", "H", "H", "H", "H", "H", "H", "H", "H", "H", "H"],
  "coordinates": [[-3.38807, 0.26052, 0.23627], [-1.09569, 0.14798, 0.79214], [-4.71084, 0.04902, -0.19186], [0.11981, -0.05780, -1.57156], [0.37527, -1.71248, 0.27632], [1.23178, 0.50209, 0.76389], [0.15566, -0.26459, -0.02964], [-2.83572, 1.61567, 0.49511], [-1.39101, 1.49189, 0.67372], [-2.30974, -0.57851, 0.34174], [-5.85479, 1.53854, -0.43707], [-5.38079, -1.60881, -0.78858], [-0.98878, -0.19442, 1.80713], [0.86512, -0.74670, -1.85636], [0.32038, 1.07870, -1.71227], [-0.84254, -0.33652, -1.94490], [0.53117, -1.99550, 1.40275], [-0.61089, -2.34264, -0.00072], [1.22040, -2.09308, -0.25944], [2.19650, 0.46370, 0.34261], [1.22864, 0.10330, 1.81434], [0.97100, 1.48335, 0.79706], [-3.24766, 2.16625, 1.22457], [-0.91004, 1.98644, -0.03562]],
  "forces_ev_per_angstrom": [[0.04, 1.84, -0.41], [-0.40, -1.72, -1.48], [3.20, 0.27, 0.83], [-0.21, 2.86, 2.71], [-2.63, -3.05, 1.48], [-0.39, -2.38, 0.54], [-0.50, -0.12, 1.88], [0.36, -1.38, -0.75], [-2.66, 1.48, 1.06], [-1.44, -0.11, -0.71], [0.31, -0.24, 0.18], [0.32, 0.17, 0.30], [0.16, -0.06, 0.61], [1.04, -0.15, -1.30], [-0.08, -2.12, -0.56], [-0.55, -0.12, -0.41], [-0.20, 0.91, -1.94], [2.33, 1.24, 0.26], [0.46, -0.42, -0.35], [1.28, -0.45, -0.51], [0.26, 0.44, -0.98], [-0.56, 3.08, 0.28], [-0.31, -0.16, 0.37], [0.14, 0.17, -1.10]]
}

***

5.
{
  "formula": "C7H12Br4O",
  "method": "wB97M-V/def2-TZVPD",
  "homo_energy_ev": -9.837,
  "spin_multiplicity": 1,
  "orbital_gap_ev": 9.945,
  "total_charge": 0,
  "total_energy_ev": -289669.058,
  "de_lowest_kcal_mol": 0.63,
  "species": ["C", "C", "C", "C", "C", "C", "C", "O", "Br", "Br", "Br", "Br", "H", "H", "H", "H", "H", "H", "H", "H", "H", "H", "H", "H"],
  "coordinates": [[3.46217, 0.19012, 0.26305], [2.20501, 0.49530, -0.59263], [0.94314, 0.01256, 0.14387], [-0.21830, -0.11573, -0.95257], [-1.45703, -1.06615, 1.11586], [-2.32848, 1.18790, -0.61318], [-1.67153, -0.28820, -0.31324], [-2.54134, -1.19615, 1.96060], [-4.13434, 1.15620, 0.28354], [-1.30269, 2.66400, 0.23509], [-0.73156, -2.78779, 0.73512], [-2.71112, -1.44679, -1.40390], [3.44378, -0.93006, 0.39481], [3.31951, 0.66894, 1.21026], [4.28118, 0.53693, -0.28097], [2.18112, 1.61781, -0.62678], [2.43097, -0.04942, -1.46694], [0.52423, 0.64511, 0.88874], [1.29006, -0.90204, 0.44525], [-0.38423, 0.78367, -1.48020], [0.03439, -0.95241, -1.61594], [-0.75196, -0.58909, 1.84818], [-2.52032, 1.33290, -1.62208], [-3.36265, -0.96760, 1.44407]],
  "forces_ev_per_angstrom": [[-2.64, -1.74, 0.11], [0.49, 2.20, 2.86], [-0.92, 1.67, -4.26], [-0.07, -1.67, 2.06], [-0.39, 2.47, 1.04], [-0.24, -1.99, 5.21], [2.06, 0.80, 0.00], [-2.07, 0.43, -1.29], [0.52, 0.41, -0.57], [-0.54, -0.67, -0.67], [0.54, -1.04, -0.06], [-0.83, -0.42, -0.82], [0.62, 1.07, 0.07], [0.46, 0.22, 0.70], [1.71, 0.36, -0.43], [-0.08, -0.96, -1.04], [-0.62, -0.07, -1.63], [0.63, 0.57, 0.88], [-0.24, -2.53, 1.42], [0.96, 0.91, -1.05], [-0.27, 0.34, 0.08], [0.00, -0.19, -1.64], [0.04, 0.35, -1.76], [0.89, -0.54, 0.79]]
}

***

6.
{
  "formula": "C7H12BrNO3S",
  "method": "wB97M-V/def2-TZVPD",
  "homo_energy_ev": -7.517,
  "smiles": "CCC/C(O)=C(/N)[C@@H](S)Br.O=C=O",
  "spin_multiplicity": 1,
  "orbital_gap_ev": 7.981,
  "total_charge": 0,
  "total_energy_ev": -95963.117,
  "de_lowest_kcal_mol": 0.00,
  "species": ["C", "C", "C", "C", "C", "C", "C", "N", "O", "O", "O", "S", "Br", "H", "H", "H", "H", "H", "H", "H", "H", "H", "H", "H", "H"],
  "coordinates": [[-0.75920, -0.85825, -0.06328], [-1.34344, 3.36833, -2.08206], [1.11300, 1.11232, 0.85053], [0.52701, -1.30590, 0.52671], [0.99742, -0.20484, 1.65452], [0.13063, -0.74519, -2.45750], [-0.97425, -0.62875, -1.36085], [-2.23603, -0.24643, -1.70714], [-1.28973, 2.74284, -1.13112], [-1.83581, -0.75298, 0.76791], [-1.33496, 3.95194, -3.07006], [-0.68174, -1.41713, -3.91587], [1.14947, 0.99946, -2.98581], [0.30028, 1.19134, 0.22820], [1.37528, 2.00291, 1.44598], [1.96934, 1.03056, 0.21665], [1.30914, -1.33279, -0.15637], [0.40823, -2.37238, 0.93015], [1.91662, -0.46767, 2.03930], [0.27074, -0.15611, 2.53178], [0.94610, -1.38412, -2.10327], [-1.59294, -0.97488, 1.64112], [-2.81744, -0.35372, -0.88810], [-2.82267, -0.27944, -2.64884], [0.44651, -1.65949, -4.53114]],
  "forces_ev_per_angstrom": [[1.20, -0.89, -0.53], [0.46, -0.06, -0.79], [2.09, -0.47, 2.41], [-0.98, 0.13, 3.52], [-3.00, -0.12, -1.50], [-1.08, 0.12, 1.16], [1.83, 0.05, -1.83], [-3.45, 0.78, -2.40], [-0.19, -0.87, 2.00], [-0.66, 0.38, -1.15], [-0.27, 0.95, -1.15], [-0.29, 0.09, 0.58], [-0.66, -0.81, 0.49], [-2.00, 0.91, -1.17], [-0.77, -0.29, 0.00], [0.66, -0.31, -0.69], [1.23, -0.04, -1.38], [0.18, 1.42, -0.19], [2.00, -0.77, 0.91], [0.74, 0.02, -1.18], [-0.35, 0.34, -0.32], [0.46, -0.38, 1.51], [-0.48, 0.22, -0.43], [2.62, -0.26, 2.76], [0.69, -0.16, -0.62]]
}

***

Which formula does entry 6 have? C7H12BrNO3S